Entry 1:
Entry from the Open Molecules 2025 dataset: the molecule C16H16N4OS2 at a distorted geometry (ωB97M-V with the def2-TZVPD basis set).

orbital gap = 0.3287 Eh
molecular weight = 344.46 g/mol
SMILES string = Cc1cccc(-n2ccnc2SCC(=O)Nc2nccs2)c1C
energy above the lowest of the compared OMol25 structures with the same formula, charge and spin = 65.01 kJ/mol

Cartesian coordinates (Å):
H1 3.12 -0.28 0.86
N1 -0.47 -2.52 -0.85
C1 -4.11 -2.34 -1.87
C2 0.16 -1.93 0.20
S1 -3.13 -1.71 -0.60
C3 -1.76 -2.52 -1.33
C4 1.15 0.39 -2.60
C5 1.99 3.02 2.53
C6 1.54 4.28 3.20
N2 1.37 1.03 -0.53
H2 0.16 -3.01 -1.48
H3 -3.71 -3.57 -3.61
C7 2.84 0.65 1.33
C8 2.93 2.20 3.15
C9 2.05 0.88 -1.70
H4 1.99 4.37 4.19
H5 -1.57 -1.64 1.47
C10 0.11 0.60 -0.77
C11 1.90 1.46 0.71
H6 -0.48 3.51 1.12
H7 -0.03 -0.96 2.07
C12 1.47 2.66 1.29
C13 3.35 1.02 2.56
N3 -2.04 -3.18 -2.41
H8 3.08 1.14 -1.79
H9 0.30 3.23 -0.43
H10 -5.15 -2.11 -1.91
H11 3.32 2.49 4.11
H12 1.84 5.15 2.61
C14 -0.65 -1.14 1.19
C15 0.47 3.54 0.60
H13 0.46 4.30 3.30
H14 1.29 0.14 -3.64
N4 -0.06 0.21 -2.01
C16 -3.35 -3.07 -2.72
S2 -1.11 0.50 0.49
O1 1.36 -2.06 0.31
H15 0.82 4.57 0.59
H16 4.08 0.40 3.05

Results of the Löwdin charge analysis, in e, for atoms 1 through 4: number 1, H, carries 0.111; number 2, N, carries 0.120; number 3, C, carries -0.398; number 4, C, carries -0.544

Entry 2:
Entry from the Open Molecules 2025 dataset: the molecule C16H16N6O4 at a distorted geometry (ωB97M-V with the def2-TZVPD basis set).

orbital gap = 0.2858 Eh
molecular weight = 356.34 g/mol
SMILES string = O=C(O)c1cnn(-c2nc3cc(C(=O)NN4CCOCC4)ccc3[nH]2)c1
energy above the lowest of the compared OMol25 structures with the same formula, charge and spin = 298.55 kJ/mol

Cartesian coordinates (Å):
H1 0.80 4.42 -3.54
C1 -1.58 -0.42 3.32
N1 1.06 2.13 -0.24
C2 -1.04 -0.78 2.13
C3 -2.00 -4.88 1.97
H2 0.04 -0.39 0.50
N2 1.62 3.17 -1.12
H3 -3.13 -6.52 4.70
C4 -0.35 0.16 1.33
H4 2.62 2.07 -2.62
H5 -3.61 -8.12 0.62
O1 2.78 4.78 -2.95
H6 -1.66 -4.72 0.99
C5 2.50 5.28 -1.61
C6 1.67 2.70 -2.57
H7 2.11 4.61 0.33
N3 -1.81 -4.01 3.12
O2 -0.29 3.71 0.64
H8 3.19 6.06 -1.24
O3 -3.06 -7.33 0.61
H9 2.12 3.57 -4.53
H10 1.11 1.08 -0.42
C7 -1.53 0.94 3.74
C8 1.78 3.96 -3.52
C9 -1.49 -2.64 3.07
C10 -2.52 -6.10 2.53
C11 -1.02 1.81 2.86
O4 -3.03 -8.34 2.56
H11 -1.86 1.36 4.76
N4 -1.10 -2.12 1.94
C12 -2.69 -5.79 4.00
C13 2.44 4.22 -0.64
C14 0.14 2.55 0.69
H12 3.40 3.70 -0.41
N5 -1.79 -1.65 3.90
H13 1.60 5.71 -1.70
N6 -2.36 -4.54 4.30
C15 -2.90 -7.33 1.91
H14 -1.06 2.91 3.11
C16 -0.36 1.53 1.62
H15 0.72 2.09 -2.81
H16 -2.34 -1.90 4.82

Results of the Löwdin charge analysis, in e, for atoms 1 through 4: number 1, H, carries 0.113; number 2, C, carries -0.181; number 3, N, carries 0.096; number 4, C, carries -0.255

Entry 3:
Entry from the Open Molecules 2025 dataset: a structure of composition C16H16N6SV (ωB97M-V with the def2-TZVPD basis set).

multiplicity = 3
orbital gap (spin up / spin down) = 0.2677 / 0.2847 Eh
expectation value of S² = 2.0165
molecular weight = 375.36 g/mol
net charge = +3

Cartesian coordinates (Å):
H1 0.01 5.05 -0.09
C1 2.32 0.99 -0.53
H2 5.65 0.75 -1.04
C2 4.61 0.45 -0.94
N1 -1.96 -0.31 -0.67
H3 -2.14 3.82 -0.22
C3 1.17 1.90 -0.32
H4 -0.81 -0.41 2.18
H5 -4.98 -1.61 -1.36
N2 0.00 1.24 -0.32
C4 3.63 1.39 -0.63
N3 0.01 -2.20 2.39
H6 -2.61 -2.24 -1.11
N4 0.00 -4.47 2.12
C5 -2.32 1.00 -0.51
H7 2.59 -2.24 -1.13
C6 2.91 -1.22 -0.99
V1 0.00 -0.82 -0.35
H8 0.00 -4.64 3.12
N5 0.01 -0.91 1.84
H9 3.90 2.43 -0.50
S1 -0.01 -3.14 -0.15
H10 2.15 3.81 -0.23
H11 -3.89 2.45 -0.48
H12 -0.01 -5.29 1.52
H13 0.01 -2.28 3.40
C7 -2.93 -1.21 -0.98
C8 -1.17 1.90 -0.31
C9 -4.25 -0.85 -1.11
C10 -4.61 0.47 -0.91
C11 -3.63 1.41 -0.61
C12 0.01 3.97 -0.16
H14 -5.65 0.78 -1.01
C13 1.21 3.28 -0.23
C14 4.24 -0.87 -1.13
H15 0.83 -0.41 2.18
C15 -1.20 3.28 -0.22
C16 0.00 -3.28 1.58
N6 1.95 -0.32 -0.69
H16 4.97 -1.63 -1.39

Results of the Löwdin charge analysis, in e, for atoms 1 through 4: number 1, H, carries 0.146; number 2, C, carries -0.173; number 3, H, carries 0.146; number 4, C, carries 0.043

Entry 4:
Entry from the Open Molecules 2025 dataset: a structure of composition C16H17BiN4O3S5 (ωB97M-V with the def2-TZVPD basis set).

orbital gap = 0.2262 Eh
molecular weight = 682.65 g/mol
energy above the lowest of the compared OMol25 structures with the same formula, charge and spin = 0.00 kJ/mol
net charge = -2

Cartesian coordinates (Å):
H1 1.78 -2.96 2.95
C1 1.59 0.70 -0.07
H2 -1.31 5.52 -3.66
C2 -2.86 3.35 -2.74
C3 2.92 -1.23 0.32
H3 -3.31 -5.62 2.54
H4 -1.97 -6.77 2.59
H5 0.19 3.42 -0.24
H6 2.24 -1.35 2.88
C4 -1.62 -5.88 -0.03
H7 2.61 -3.34 0.75
H8 -2.21 -5.63 3.91
H9 0.44 7.22 -3.37
C5 -1.37 -4.71 2.17
C6 -0.70 4.37 -1.96
Bi1 -0.12 -1.48 1.31
H10 0.76 0.95 -0.73
N1 1.69 -0.74 0.12
H11 2.07 7.03 -1.51
C7 2.94 -2.44 1.26
S1 -0.84 -3.43 3.27
N2 -1.68 3.33 -2.09
H12 2.50 1.10 -0.50
N3 1.98 -2.17 2.34
S2 -3.60 1.81 -2.48
O1 3.99 -0.78 -0.10
C8 1.21 5.21 -0.77
C9 -2.26 1.26 -1.51
C10 0.38 6.39 -2.67
O2 1.55 2.61 1.36
S3 -0.03 -3.69 -0.07
C11 -2.26 -5.75 2.83
C12 -1.07 -4.80 0.86
H13 -0.84 -6.27 -0.69
H14 3.96 -2.56 1.62
C13 1.32 1.40 1.28
C14 1.30 6.29 -1.64
H15 1.91 5.07 0.05
C15 0.22 4.25 -0.93
H16 -2.41 -5.49 -0.68
S4 -3.67 4.55 -3.61
S5 -2.29 -0.30 -0.83
C16 -0.61 5.44 -2.85
N4 -1.35 2.18 -1.39
H17 -2.04 -6.72 0.53
O3 0.86 0.66 2.22

Results of the Löwdin charge analysis, in e, for atoms 1 through 4: number 1, H, carries 0.030; number 2, C, carries -0.168; number 3, H, carries 0.032; number 4, C, carries -1.107

Entry 5:
Entry from the Open Molecules 2025 dataset: a structure of composition C16H17BrMoN2O5SSbSe4 (ωB97M-V with the def2-TZVPD basis set).

orbital gap (spin up / spin down) = 0.2055 / 0.2049 Eh
molecular weight = 962.83 g/mol
net charge = +1

Cartesian coordinates (Å):
H1 -1.47 -2.15 3.82
O1 0.47 -0.71 -1.50
C1 -1.66 -0.30 -2.41
H2 -2.16 2.16 -3.01
H3 -3.90 -1.88 2.71
H4 -1.15 -0.48 3.21
C2 -2.37 1.98 -1.96
C3 2.31 -6.27 -2.64
H5 1.08 -1.45 -1.30
C4 -0.48 -2.27 -3.10
H6 2.31 -1.88 -3.19
C5 -0.54 -1.11 -2.36
H7 -3.59 0.03 -3.28
C6 -2.65 -1.76 -3.99
H8 4.06 -7.46 -2.41
H9 4.82 -3.24 -2.49
Sb1 0.59 3.77 1.23
H10 5.62 -5.57 -2.32
H11 -1.52 -3.52 -4.49
H12 -3.38 -0.26 2.13
N1 1.97 -2.74 -2.78
Se1 2.15 3.32 2.90
Mo1 -0.22 0.72 0.18
C7 1.85 -4.95 -2.74
H13 -3.44 1.82 -1.80
O2 1.81 -0.39 2.07
C8 -2.72 -0.60 -3.23
C9 0.67 -3.19 -2.97
S1 -1.87 -2.00 1.52
C10 4.12 -4.07 -2.53
Br1 -4.09 -2.19 -5.12
C11 -3.48 -1.32 1.88
C12 -1.56 -2.60 -3.92
O3 -1.64 0.79 -1.54
Se2 -1.59 1.99 1.54
Se3 -0.79 5.47 0.35
C13 4.56 -5.38 -2.44
O4 0.99 0.17 1.28
N2 0.56 -4.48 -2.92
H14 0.02 -1.80 2.90
O5 -1.30 -1.12 0.40
C14 2.75 -3.89 -2.68
Se4 1.03 2.36 -1.00
H15 1.62 -7.09 -2.68
C15 -1.03 -1.55 3.02
H16 -4.09 -1.46 0.99
C16 3.67 -6.46 -2.49
H17 -2.02 2.81 -1.36

Results of the Löwdin charge analysis, in e, for atoms 1 through 4: number 1, H, carries 0.079; number 2, O, carries -0.096; number 3, C, carries -0.213; number 4, H, carries 0.119

Entry 6:
Entry from the Open Molecules 2025 dataset: a structure of composition C16H17Cl2F5O2PdS at a distorted geometry (ωB97M-V with the def2-TZVPD basis set).

multiplicity = 5
orbital gap (spin up / spin down) = 0.1235 / 0.1351 Eh
expectation value of S² = 6.0377
molecular weight = 545.69 g/mol
net charge = -2

Cartesian coordinates (Å):
F1 -2.09 0.04 6.06
H1 -1.28 -2.48 0.77
C1 -0.75 2.42 3.66
F2 -1.10 3.55 2.99
C2 1.04 2.19 -2.50
Cl1 2.67 -2.28 0.15
C3 -0.96 -0.98 -2.28
H2 0.49 -3.30 -3.61
C4 0.51 0.82 -2.47
S1 1.65 2.65 2.44
F3 2.22 0.35 4.30
H3 0.25 2.89 -2.24
H4 0.08 -3.50 -1.87
H5 3.18 0.51 -2.65
C5 -2.14 -1.70 -2.14
H6 -1.82 -2.55 -0.49
C6 -0.84 0.47 -2.26
H7 2.96 -0.88 -3.78
H8 -2.57 1.52 -3.00
C7 0.05 0.09 5.14
H9 -3.03 -1.19 -1.71
H10 -1.67 2.33 -1.70
H11 -0.77 0.78 0.98
C8 0.94 0.77 4.33
C9 2.74 -0.49 -2.77
O1 -2.07 -3.03 0.32
H12 3.17 -1.18 -2.02
F4 -2.91 2.22 4.60
C10 0.71 -2.94 -2.58
C11 1.28 -0.39 -2.62
H13 1.41 2.43 -3.49
F5 0.44 -1.03 5.80
C12 0.59 1.90 3.50
C13 -1.66 1.75 4.48
Pd1 1.39 -0.63 1.36
H14 1.86 2.26 -1.79
H15 -2.15 -2.77 -2.44
O2 -0.62 0.14 1.69
C14 0.41 -1.50 -2.44
Cl2 2.61 0.99 0.80
C15 -1.23 0.63 5.24
C16 -2.02 1.35 -2.06
H16 1.77 -3.12 -2.36
H17 -2.71 0.89 -1.35

Results of the Löwdin charge analysis, in e, for atoms 1 through 4: number 1, F, carries 0.098; number 2, H, carries 0.076; number 3, C, carries -0.222; number 4, F, carries 0.044